Entry 1:
Below is 6 unconnected molecules or ions with the total composition C38H85BClFI2NO8S2 in a non-equilibrium geometry, with properties calculated with ωB97M-V/def2-TZVPD.

```
139
Properties=species:S:1:pos:R:3:forces:R:3
I -0.1987 -0.5951 7.9481 -0.553 -0.958 0.267
I 0.9747 2.2135 6.8907 0.668 1.057 -0.665
Cl -0.5465 1.5576 -0.4218 -0.052 0.134 0.152
S -0.2198 4.2439 4.2550 -0.232 -0.139 0.411
S 2.0645 -0.0687 2.3724 0.186 0.268 -0.303
F 2.0701 -3.0216 -1.2313 0.305 -0.138 -0.237
O -1.0433 3.7459 -6.1786 0.065 -0.120 0.168
O -3.1299 -2.4254 5.7576 -0.233 -0.070 0.325
O 1.3839 4.0531 -1.9803 -0.043 -0.165 0.208
O 2.9674 2.2077 4.1418 -0.420 -0.303 -0.429
O -1.4385 -2.0718 -4.9425 -0.092 -0.026 0.216
O -1.3714 1.9485 4.7007 -0.094 -0.005 -0.126
O 1.8261 -6.4455 -6.8035 0.116 0.135 0.000
O 2.4630 4.2497 3.0861 -0.395 -0.098 -0.229
N 0.4310 1.6444 1.0624 -0.022 -0.059 -1.063
C 1.7913 2.0605 0.4796 0.536 0.360 -0.481
C 0.6783 0.8435 5.2730 -0.640 -0.723 0.704
C -2.9198 -3.4968 7.9133 -0.058 0.082 0.050
C -1.6751 4.8244 -0.2122 0.153 0.002 0.453
C -0.1774 1.4379 4.1248 -0.290 0.949 -0.008
C -0.0073 -0.4766 5.8212 0.451 0.328 -0.071
C 4.3256 2.2646 3.6770 0.309 -0.231 0.846
C 0.7569 -1.7240 5.3624 0.015 -0.003 0.192
C -3.3978 -4.8303 5.8335 -0.056 0.062 -0.131
C 0.6348 -1.4402 -0.2894 -0.231 -0.208 -0.393
C 0.8025 -2.2936 -4.0621 -0.044 0.095 0.044
C -3.0049 0.4999 2.0543 -0.504 -0.193 0.494
C 0.9261 4.0122 -3.3443 0.221 0.104 -0.236
C 0.7335 5.4150 -3.8809 -0.072 0.173 0.122
C 1.8948 3.2137 -4.1984 0.013 -0.139 0.096
C -0.1257 -3.9748 -5.6819 -0.181 -0.034 0.046
C 4.9690 0.8874 3.7686 0.049 0.343 -0.496
C 3.1114 -7.0661 -6.8747 -0.086 -0.342 0.069
C 3.1222 -8.1396 -7.9514 -0.030 0.089 -0.099
C -2.2198 -1.6675 3.1301 0.588 0.184 -0.428
C -0.5382 0.2811 3.1014 0.303 0.288 -0.239
C -0.8969 1.7970 -7.6120 0.132 -0.002 0.098
C 1.8489 -2.3210 -0.0705 -0.415 0.137 0.677
C -1.6352 4.7739 1.3244 -0.240 -0.460 -0.761
C 0.4536 2.7117 3.4057 0.120 -0.467 0.382
C -1.4624 3.2997 1.7765 -0.565 0.262 0.004
C -1.6707 2.5021 -6.5091 -0.098 0.057 -0.335
C -3.1216 2.7303 -6.9002 -0.031 0.055 0.125
C -2.0422 -0.1269 3.0750 -0.529 -0.688 -0.282
C -0.4431 -3.0197 -4.5443 0.242 0.109 -0.288
C 0.3320 0.2853 1.7811 0.266 -0.741 0.982
C 2.5065 1.2089 -0.5401 0.284 -0.137 0.083
C -0.0096 2.8481 1.9227 -0.286 0.811 0.771
C -3.6117 -3.5139 6.5624 0.238 -0.182 0.145
C 3.5011 -7.6321 -5.5177 -0.007 0.128 0.064
C -4.3651 -0.2047 1.9880 0.198 0.162 -0.351
C -2.9543 5.3302 1.8736 -0.003 -0.029 0.177
C -0.1087 -0.9217 0.9411 0.117 -0.152 -0.261
B 2.0277 3.0370 3.6139 0.374 0.016 -0.278
H 1.6781 5.9671 -3.8810 0.049 -0.078 -0.031
H 1.5359 3.1465 -5.2248 -0.022 0.021 -0.004
H -3.2776 -4.2983 8.5603 -0.012 -0.020 -0.033
H 6.0381 1.0213 3.9070 0.118 -0.101 0.218
H 1.2281 -1.6918 -4.8706 0.008 -0.064 -0.059
H -3.6251 1.7887 -7.1198 0.003 -0.007 -0.017
H 0.3516 5.3783 -4.8982 -0.015 -0.006 -0.014
H 4.3902 2.6322 2.6573 -0.145 0.259 -0.084
H -3.1794 3.3659 -7.7876 0.019 -0.049 -0.049
H 1.6560 0.5341 4.9440 0.226 0.413 -0.125
H 2.0295 1.1954 -1.5117 -0.232 -0.021 -0.048
H 3.4907 -6.8489 -4.7590 0.023 0.015 -0.013
H 3.8033 -6.2689 -7.1488 -0.052 0.075 -0.008
H -0.7561 4.4379 -0.6431 0.143 0.003 -0.204
H -3.6603 3.2342 -6.0978 0.003 -0.021 0.019
H -1.7411 1.3203 5.3302 0.040 0.038 0.150
H -1.0308 -4.4843 -6.0137 -0.010 -0.009 0.023
H -4.3232 -1.1184 1.4024 0.008 -0.250 0.146
H -2.8356 6.2714 2.4004 0.051 0.157 -0.007
H 2.0192 2.2027 -3.8045 -0.031 -0.008 -0.024
H -1.6293 1.9046 -5.5965 0.041 0.055 0.065
H -3.7825 -5.6697 6.4125 0.015 -0.005 0.013
H -5.0559 0.4497 1.4624 -0.177 0.066 0.040
H 4.8644 0.3550 2.8271 -0.178 -0.259 0.012
H -0.0695 -2.1289 -0.7617 -0.168 -0.028 0.009
H -0.8908 2.4053 -8.5200 -0.065 -0.022 -0.024
H 1.8202 -1.5139 5.2777 0.127 0.032 -0.007
H 0.5523 -1.6155 -3.2451 0.002 -0.017 0.015
H -1.9997 3.1590 2.7049 0.262 -0.039 0.262
H 0.0295 5.9728 -3.2623 -0.036 -0.031 -0.008
H -1.0642 4.3017 -6.9653 -0.027 0.021 -0.027
H 0.3838 -2.0668 4.3980 0.205 -0.213 0.010
H -0.0380 3.5021 -3.3139 -0.018 -0.006 0.098
H -0.0926 -1.7471 1.6504 -0.034 -0.015 0.212
H 0.2762 -3.4291 -6.5395 0.081 0.009 0.026
H 3.4643 1.7107 -0.6794 0.058 0.139 -0.059
H 4.8717 2.9348 4.3361 0.023 0.275 -0.047
H 2.7553 0.2143 -0.2060 -0.106 -0.206 0.021
H 1.1870 -7.1255 -6.5653 -0.031 -0.030 -0.027
H -0.8841 -3.5740 -3.7139 -0.093 0.039 0.004
H -0.0887 -0.5955 3.5494 -0.087 0.132 -0.117
H -4.7671 -0.4125 2.9742 -0.085 -0.067 0.127
H 0.5942 3.6824 1.5750 0.113 -0.142 -0.507
H -3.0834 -2.5431 8.4140 -0.023 -0.005 0.011
H 0.1403 1.6392 -7.3141 0.000 -0.016 0.020
H -3.8974 -4.8190 4.8645 -0.035 -0.006 0.009
H -1.3413 0.8304 -7.8513 -0.027 0.001 -0.026
H 2.2344 4.5062 -1.9676 -0.012 0.096 -0.104
H -3.2325 1.5021 2.3955 0.254 0.285 -0.196
H 0.6623 -2.5373 6.0715 -0.145 -0.194 0.001
H 2.4771 2.3135 1.2839 -0.285 -0.184 0.445
H -3.6705 5.4767 1.0698 -0.066 0.137 -0.104
H 0.8048 -0.7037 -1.0647 0.218 0.256 0.092
H -0.7762 5.3732 1.6128 -0.006 0.101 0.356
H -4.6800 -3.3398 6.6910 -0.005 0.127 -0.064
H 2.8793 4.7703 3.7780 0.371 0.178 -0.137
H 4.5475 0.3076 4.5810 0.041 -0.069 0.183
H -1.8127 5.8486 -0.5463 -0.014 0.110 -0.129
H 2.8433 -7.7162 -8.9159 0.022 0.019 -0.004
H -2.5148 4.2253 -0.5606 -0.091 -0.036 -0.178
H -1.1537 -0.8330 0.6736 -0.153 0.266 -0.003
H 1.6097 -3.0384 0.7180 0.064 -0.181 0.064
H 2.7521 -1.8042 0.2346 0.228 0.095 -0.243
H 4.4960 -8.0775 -5.5444 -0.001 -0.019 -0.006
H -1.0271 -0.5104 5.4456 -0.138 -0.196 0.244
H 2.7884 -8.4019 -5.2094 0.024 -0.052 -0.044
H -1.8407 -3.6155 7.7815 0.005 -0.070 0.014
H -1.0790 -1.5713 -5.6822 -0.003 -0.015 -0.067
H -2.3309 -4.9964 5.6558 0.016 -0.024 0.074
H 1.7849 -1.3040 2.7816 -0.120 -0.169 -0.010
H 0.2586 5.1253 3.3745 0.252 -0.062 -0.068
H -2.6130 0.5295 1.0442 0.233 0.180 -0.130
H -2.0407 2.7327 1.0625 0.182 -0.330 -0.191
H 1.5637 -2.9896 -3.7142 0.016 -0.010 -0.002
H -2.3043 -2.1152 2.1454 -0.189 -0.094 -0.158
H -2.1847 -2.5735 5.6427 0.039 -0.028 0.055
H 1.5669 2.9858 -0.0435 -0.191 0.134 0.132
H -2.4761 0.1691 4.0248 0.212 0.234 0.122
H -1.3448 -2.1371 3.5831 -0.055 -0.067 0.081
H -3.4239 4.6384 2.5690 0.012 -0.040 0.169
H 2.8795 3.6896 -4.2042 -0.016 0.051 -0.042
H -3.0634 -1.9404 3.7510 -0.144 0.016 -0.307
H 2.3989 -8.9239 -7.7122 0.038 -0.032 0.050
H 4.1069 -8.5985 -8.0443 0.002 -0.014 0.013
H 0.6069 -4.7242 -5.3866 0.049 0.017 -0.035
```
Forces are in eV/Å.

Its lowest unoccupied orbital energy is -3.4 eV. The total energy is -112435.6097 eV. Its HOMO-LUMO gap is 6.7891 eV. The value obtained for the HOMO energy is -10.21 eV. As for the charge: +1.

Here are the Löwdin charges for atoms 1 to 6, given in e: 0.8809, 0.9733, 0.9818, 0.9357, 1.0286, -0.0286

***

Entry 2:
Below is a gas-phase ion, C3H5N2O (charge +1) in a non-equilibrium geometry, with properties calculated with ωB97M-V/def2-TZVPD.

```
11
Properties=species:S:1:pos:R:3:forces:R:3
O -2.3940 -0.2642 0.0058 0.844 0.762 -0.351
N 0.6614 1.3199 -0.3025 1.318 -1.124 -0.780
N -1.2003 -0.0740 -0.0586 0.711 -0.018 1.100
C -0.5109 1.1660 0.0566 -1.368 3.727 1.070
C -0.2772 -1.0637 -0.1199 0.239 -0.798 -0.353
C 1.0544 -1.0806 0.0603 1.296 1.409 1.373
H 1.0871 2.1727 0.0504 -0.091 0.294 -0.223
H 1.7128 -0.4683 0.7360 -1.231 -0.461 -0.727
H 1.6112 -1.8622 -0.4066 0.083 -0.708 -0.314
H -1.0006 2.0310 0.5087 -0.948 -0.679 0.148
H -0.7439 -1.8765 -0.5302 -0.854 -2.405 -0.942
```
Forces are in eV/Å.

Its lowest unoccupied orbital energy (alpha / beta) is -7.7 / -7.7 eV. The total energy is -8207.2500 eV. As for the relative energy (zero: lowest compared OMol25 entry of this formula, charge and spin): 573.4 kJ/mol. As for the SMILES: [H]/N=C/[N+](=O)C=C. Its HOMO-LUMO gap (alpha / beta) is 7.9994 / 8.0032 eV. The value obtained for the HOMO energy (alpha / beta) is -15.73 / -15.72 eV. As for the charge: +1.

Here are the natural (NBO) charges for atoms 1 to 6, given in e: -0.1522, -0.4716, 0.2236, 0.1917, -0.1351, -0.0724

***

Entry 3:
Below is 2 unconnected molecules or ions with the total composition C5H12N3O in a non-equilibrium geometry, with properties calculated with ωB97M-V/def2-TZVPD.

```
21
Properties=species:S:1:pos:R:3:forces:R:3
O 1.4967 1.0594 -0.1940 -1.361 2.002 -1.217
N 2.3636 -1.0801 -0.5666 0.249 0.496 -0.431
N -0.9741 -1.4842 -0.0053 1.830 -0.404 0.239
N -2.0765 -0.6717 0.1004 -2.228 -2.266 -0.882
C 2.9012 -2.2691 -0.5537 -1.829 0.684 1.446
C 1.6920 -0.0891 -0.5408 0.670 -2.989 -0.054
C 2.3679 1.9658 0.5090 1.273 0.648 1.766
C -2.4303 0.0573 -1.1360 -0.736 -0.341 -0.155
C -2.1140 0.3008 1.1207 3.052 1.454 2.262
H -3.2730 0.6698 -0.9099 -0.562 0.688 -0.253
H -3.0395 0.6778 1.1316 -3.422 1.879 0.022
H 3.3056 2.3719 -0.0158 -1.339 -1.465 0.370
H -1.6155 0.5757 -1.5662 1.087 0.845 0.356
H 2.5407 1.3748 1.4686 0.338 1.472 -1.034
H 3.4207 -2.6554 -1.3724 0.872 -0.304 -1.117
H -2.6672 -0.6348 -1.8850 -0.626 -1.262 -0.882
H -2.9382 -1.3437 0.3173 1.958 1.341 -0.566
H -1.8921 0.0871 2.1319 0.125 -1.879 0.950
H -1.3806 1.0948 1.0294 0.052 0.230 -1.166
H 1.7283 2.8493 0.6399 0.239 -0.475 0.366
H 2.5842 -2.8561 0.2970 0.355 -0.352 -0.022
```
Forces are in eV/Å.

Its lowest unoccupied orbital energy (alpha / beta) is -3.7 / -5.8 eV. The total energy is -11881.3175 eV. As for the relative energy (zero: lowest compared OMol25 entry of this formula, charge and spin): 1046.0 kJ/mol. Its HOMO-LUMO gap (alpha / beta) is 6.8279 / 5.0978 eV. The value obtained for the HOMO energy (alpha / beta) is -10.56 / -10.86 eV. As for the charge: +1.

Here are the natural (NBO) charges for atoms 1 to 6, given in e: -0.4373, -0.3762, -0.4916, -0.2829, 0.0056, 0.8364

***

Entry 4:
Below is a molecular structure, C5H8O in a non-equilibrium geometry, with properties calculated with ωB97M-V/def2-TZVPD.

```
14
Properties=species:S:1:pos:R:3:forces:R:3
O -1.0940 0.0174 1.0826 0.180 0.470 0.028
C 1.7280 -0.1729 0.5999 -0.583 -0.054 -0.223
C -0.6760 0.1768 -1.0121 1.161 0.155 -0.708
C -0.4509 1.0316 0.2258 0.048 0.393 0.648
C 0.9631 0.8982 -0.1221 -0.291 0.297 0.390
C -1.3753 -0.7898 -0.0525 0.225 -0.321 -0.276
H 2.3938 -0.7124 -0.0491 0.345 -0.164 -0.364
H -0.9603 -1.7938 0.0296 0.059 -0.093 -0.024
H -2.4494 -0.8555 -0.2281 -0.043 0.014 -0.103
H 0.4390 0.0837 -1.4092 -0.958 -0.824 0.131
H 2.3686 0.3723 1.2805 0.226 0.381 0.227
H 1.1564 -0.8732 1.1997 -0.264 -0.151 0.118
H -0.8999 2.0178 0.3497 0.115 -0.196 -0.010
H -1.1431 0.6000 -1.8948 -0.221 0.094 0.166
```
Forces are in eV/Å.

Its lowest unoccupied orbital energy is 1.0 eV. The total energy is -7357.1148 eV. As for the relative energy (zero: lowest compared OMol25 entry of this formula, charge and spin): 496.0 kJ/mol. Its HOMO-LUMO gap is 9.5444 eV. The value obtained for the HOMO energy is -8.50 eV.

Here are the natural (NBO) charges for atoms 1 to 6, given in e: -0.5399, -0.7293, -0.4047, -0.0310, -0.0088, -0.0692

***

Entry 5:
Below is 2 unconnected molecules or ions with the total composition C5H10N2S, with properties calculated with ωB97M-V/def2-TZVPD.

```
18
Properties=species:S:1:pos:R:3:forces:R:3
S 0.2912 2.9119 3.9298 -0.197 -0.181 0.104
N 3.0459 3.6320 1.8191 0.049 0.317 0.523
N 3.5225 1.6318 0.9818 -0.079 0.567 0.583
C 2.6871 3.6801 0.4950 -0.033 -0.207 -0.331
C 2.9913 2.4313 -0.0020 -0.173 0.337 -0.118
C 0.4422 0.2347 3.1216 0.104 -0.128 0.087
C 3.5418 2.3868 2.0688 0.003 -0.249 -0.337
C 0.0719 1.6347 2.6526 -0.102 0.091 -0.510
H 0.3316 -0.4857 2.2938 0.049 0.232 0.312
H -0.5910 2.3938 4.8108 0.177 0.142 -0.125
H -0.9698 1.6708 2.2797 0.553 0.019 0.172
H 3.9004 2.0857 3.0531 -0.162 0.123 -0.403
H 1.4879 0.2106 3.4717 -0.429 -0.035 -0.139
H -0.2138 -0.0790 3.9510 0.259 0.055 -0.289
H 0.7358 1.9597 1.8286 -0.327 -0.170 0.334
H 2.9573 4.3932 2.4967 0.041 -0.630 -0.497
H 2.8544 2.0671 -1.0202 0.060 0.156 0.427
H 2.2599 4.5733 0.0391 0.207 -0.442 0.206
```
Forces are in eV/Å.

Its lowest unoccupied orbital energy is 0.7 eV. The total energy is -19162.5361 eV. As for the relative energy (zero: lowest compared OMol25 entry of this formula, charge and spin): 35.7 kJ/mol. As for the SMILES: c1c[nH]cn1.CCS. Its HOMO-LUMO gap is 9.5878 eV. The value obtained for the HOMO energy is -8.90 eV.

Here are the natural (NBO) charges for atoms 1 to 6, given in e: -0.0693, -0.5274, -0.4607, -0.1225, -0.1063, -0.6171

***

Entry 6:
Below is 2 unconnected molecules or ions with the total composition C5H11NO in a non-equilibrium geometry, with properties calculated with ωB97M-V/def2-TZVPD.

```
18
Properties=species:S:1:pos:R:3:forces:R:3
O 2.2601 3.3042 0.7230 -0.175 0.880 0.049
N 1.6756 -1.7062 -1.1111 -0.236 2.959 0.625
C 1.0168 -1.4881 0.0363 1.013 -4.613 1.206
C -0.3771 -1.3822 0.1796 -1.065 1.959 -1.028
C -1.8230 0.5274 1.1923 -1.064 1.543 1.185
C 0.9147 -1.9650 -2.1193 -2.029 1.221 -2.092
C -0.9999 -0.0017 0.0347 -0.838 -0.680 -2.287
H -0.2873 0.7872 -0.3058 -0.364 -0.844 0.201
H 1.5207 -1.8801 0.9326 0.251 -0.414 -0.271
H 0.9614 -1.3811 -3.0845 1.257 -1.095 0.631
H -1.7316 -0.2105 -0.7760 0.014 0.940 0.120
H 1.8037 3.9067 0.1208 -0.083 -0.450 -0.327
H -2.3050 1.4985 0.9014 0.568 -0.631 -0.170
H 0.0002 -2.6009 -2.1971 0.445 0.218 1.296
H -1.1287 -2.1412 0.4954 1.293 0.468 1.409
H -2.7330 -0.0533 1.4596 0.917 -0.233 -0.067
H -1.2789 0.8331 2.1245 -0.146 -0.795 -0.755
H 2.5113 3.9532 1.3936 0.243 -0.434 0.277
```
Forces are in eV/Å.

Its lowest unoccupied orbital energy is -0.4 eV. The total energy is -8895.5967 eV. As for the relative energy (zero: lowest compared OMol25 entry of this formula, charge and spin): 588.6 kJ/mol. As for the SMILES: C=N/C=C\CC.O. Its HOMO-LUMO gap is 6.6107 eV. The value obtained for the HOMO energy is -6.99 eV.

Here are the natural (NBO) charges for atoms 1 to 6, given in e: -0.9238, -0.4387, -0.0029, -0.2044, -0.6099, -0.0553